No. 1
43
Properties=species:S:1:pos:R:3:nbo_charge:R:1 method="wB97M-V/def2-TZVPD" fmax_ev_per_a=0.7 multiplicity=1 e_lumo_ev="-8.22 / -8.65" gap_ev="6.1 / 5.0" charge=+2
Tl 0.2240 -0.3153 0.2566 0.870
Se 2.5019 -2.2204 -0.1371 0.504
Se -0.4761 -1.6634 -2.3491 0.411
S -3.5715 2.7336 -0.4688 0.569
S -3.2459 -2.9343 2.4360 0.587
N 0.3173 0.8672 2.5065 -0.431
N -1.7731 1.0013 -0.1141 -0.528
N -1.6132 -1.4591 1.2018 -0.568
C 2.4636 -1.8685 -2.0640 -0.573
C -0.9142 2.9731 -1.3493 -0.660
C -3.9874 1.3140 0.3827 -0.393
C -0.3897 -0.2012 -3.6275 -0.777
C -1.6837 -2.5955 1.8559 0.081
C -2.8290 -0.8052 1.1524 0.176
C -0.5272 -3.5149 2.0581 -0.663
C -3.8324 -1.4757 1.7728 -0.430
C -2.9094 0.4971 0.4865 0.061
C -1.9674 2.1804 -0.6524 0.083
C 0.8904 1.3628 3.3787 0.226
C 4.0522 -1.1349 0.2992 -0.775
C 1.2519 -2.4955 -2.7382 -0.584
B 1.6722 2.0110 4.5342 -0.326
H -0.7582 3.9317 -0.8549 0.263
H -1.1935 3.1758 -2.3831 0.258
H 3.3779 -2.3104 -2.4609 0.262
H 3.9390 -0.1394 -0.1214 0.236
H 1.3660 -2.4351 -3.8204 0.262
H 1.1488 -3.5496 -2.4809 0.252
H -0.7306 -4.2396 2.8432 0.262
H 4.9334 -1.6275 -0.1030 0.259
H -4.9854 1.1615 0.7589 0.269
H 0.0277 2.4252 -1.3425 0.227
H 4.1200 -1.0867 1.3828 0.253
H 1.9334 3.1819 4.2908 0.206
H -0.3147 -4.0663 1.1403 0.248
H 1.1541 2.6789 5.4775 0.318
H 2.2113 1.2431 5.2710 0.103
H -0.2994 -0.6254 -4.6240 0.254
H -4.8652 -1.1881 1.8771 0.271
H 0.4421 0.4653 -3.4164 0.224
H 2.5086 -0.7897 -2.2130 0.229
H -1.3320 0.3362 -3.5514 0.247
H 0.3593 -2.9468 2.3422 0.236



No. 2
43
Properties=species:S:1:pos:R:3:nbo_charge:R:1 method="wB97M-V/def2-TZVPD" fmax_ev_per_a=0.2 multiplicity=1 e_lumo_ev=0.15 de_lowest_kj_mol=0.00 gap_ev=9.0
Pd 1.0892 -0.1513 0.3568 0.600
S 1.8256 -2.2775 -0.6937 -0.261
N -0.4807 -2.2614 -2.2454 -0.218
N -1.3489 -1.7923 -1.2574 -0.615
N 0.2265 -3.1395 -4.1284 -0.248
N 1.2313 -3.0020 -3.2212 -0.354
N 0.2742 -0.5674 3.5295 -0.417
N 0.5340 0.6509 -1.3954 -0.614
C 0.8395 -2.4896 -2.0513 0.266
C 1.1720 2.7430 0.7369 -0.193
C 0.9785 -1.2871 2.5348 -0.378
C 0.6344 1.5628 1.2399 -0.114
C 0.1166 3.9910 2.4985 -0.221
C -0.4242 2.8145 2.9910 -0.198
C -0.1762 1.5915 2.3702 -0.129
C 1.1479 0.0663 4.5027 -0.421
C -0.8153 -2.6677 -3.5213 0.371
C -0.7443 0.3269 2.9856 -0.234
C 0.0660 0.9353 -2.4120 0.404
C 0.9209 3.9531 1.3694 -0.223
C -2.1843 -2.5890 -4.0795 -0.675
B -0.6274 1.3107 -3.7758 -0.577
H -2.2850 -2.0828 -1.5135 0.371
H -1.4244 0.5972 3.7953 0.207
H -0.0924 4.9322 2.9901 0.214
H 0.3102 -1.8548 1.8893 0.244
H 1.7569 -0.6951 4.9902 0.203
H -1.3194 -0.2395 2.2494 0.208
H -2.5351 -1.5571 -4.0681 0.262
H 1.6988 -1.9810 2.9685 0.240
H -2.1561 -2.9414 -5.1068 0.261
H 2.1756 -3.2550 -3.4554 0.432
H -1.4590 2.1508 -3.5247 0.021
H 1.7425 -0.6001 1.9537 0.132
H 0.2283 1.7064 -4.5302 0.026
H -2.8809 -3.2147 -3.5174 0.225
H 1.3469 4.8652 0.9712 0.215
H -1.0568 2.8388 3.8723 0.205
H 1.7816 2.7247 -0.1566 0.216
H -1.1332 0.2809 -4.1803 -0.023
H -1.3108 -0.7741 -1.2766 0.396
H 1.8127 0.8168 4.0527 0.186
H 0.5441 0.5611 5.2630 0.209



No. 3
43
Properties=species:S:1:pos:R:3:lowdin_spin:R:1 method="wB97M-V/def2-TZVPD" fmax_ev_per_a=5.0 multiplicity=5 s2=6.005 e_lumo_ev="-4.29 / -4.15" gap_ev="7.2 / 7.3" charge=+1
Ho -0.0463 0.3568 0.1763 4.051
Cl -0.8674 -1.4722 1.9506 -0.003
Cl 0.5111 -5.9872 -2.2220 0.000
Cl -0.6183 -6.7289 0.6119 0.000
Cl -1.2901 -4.4330 2.6463 0.000
Cl 1.1052 -3.0092 -2.9252 0.000
P -0.7872 2.0904 2.3591 -0.006
P 1.0816 0.7240 -2.2900 -0.007
O -3.2998 -0.9727 -0.7277 0.001
C -0.6564 -4.0655 1.1013 0.000
C -0.8260 3.9367 2.2756 -0.001
C 0.2245 1.8372 3.8860 -0.001
C -2.4876 1.7506 2.9881 0.000
C -2.3628 -0.3338 -0.5099 -0.003
C 2.7213 -0.0976 -2.3958 -0.001
C -0.0803 0.0736 -3.5497 0.000
C 1.4937 2.3245 -3.0898 -0.001
C -0.4445 -2.7206 0.7284 0.000
C -0.3565 -5.0939 0.1766 0.000
C 0.0591 -2.3961 -0.4951 -0.007
C 0.1755 -4.7529 -1.0916 0.000
C 0.3983 -3.3904 -1.4062 -0.001
H -0.6112 2.0031 -0.4634 -0.015
H 0.4099 -0.0225 -4.5279 0.000
H -1.1542 4.4020 3.2202 0.000
H -0.9138 0.7931 -3.5977 0.000
H 1.2601 2.1334 3.6686 0.000
H 3.0890 -0.1478 -3.4304 0.000
H 0.2171 0.7686 4.1360 0.000
H -2.7195 2.3643 3.8751 0.000
H -0.1457 2.4271 4.7401 0.000
H 1.9827 -0.1594 0.6402 -0.001
H 0.1835 4.2936 2.0199 0.000
H 1.7344 0.1717 1.3297 -0.002
H 2.2267 2.8441 -2.4632 0.000
H 1.9024 2.1745 -4.0987 0.000
H -3.2029 1.9793 2.1850 0.000
H 2.6748 -1.1027 -1.9689 0.000
H -1.5055 4.2231 1.4587 0.000
H 3.4078 0.5087 -1.7767 0.000
H -2.5750 0.6840 3.2366 0.000
H 0.5773 2.9220 -3.1330 0.000
H -0.4850 -0.9001 -3.2476 0.000



No. 4
42
Properties=species:S:1:pos:R:3:lowdin_spin:R:1 method="wB97M-V/def2-TZVPD" fmax_ev_per_a=0.4 multiplicity=5 s2=6.021 e_lumo_ev="-9.26 / -12.36" gap_ev="9.2 / 6.7" charge=+3
Ir -0.4061 0.2384 -0.5026 2.672
S -1.0528 1.7346 -2.1198 0.505
O 1.5153 0.0381 0.1613 0.208
O -2.1990 -0.7385 -0.2507 0.226
O -0.2127 -1.5457 1.0069 0.063
N -0.1342 3.8994 -3.2947 0.026
N -3.6542 -2.2270 0.6238 0.029
N 3.2752 -1.1748 0.8684 0.026
C 1.1791 5.0107 -1.1981 -0.004
C 0.4593 5.0867 -3.4652 0.018
C -4.7172 -1.8546 -0.3314 0.003
C -1.3911 -2.1307 1.5390 0.006
C 3.8795 -2.2389 1.7006 0.004
C 0.5617 3.7660 -1.0507 0.054
C -0.1047 3.2109 -2.1209 0.058
C 1.0285 -1.7785 1.6544 0.006
C 2.0067 -0.9421 0.8577 0.018
C -2.4854 -1.6797 0.5916 0.018
C 4.1922 -0.3690 0.0356 0.002
C -4.0023 -3.2552 1.6270 0.004
C 1.1333 5.6745 -2.4111 0.040
H 3.3122 -2.3957 2.6138 0.000
H 3.9497 -3.1633 1.1286 0.001
H 1.2864 -2.8379 1.6347 0.002
H 4.8790 -1.9169 1.9778 0.000
H -5.4488 -1.2237 0.1708 0.001
H 0.3746 5.5351 -4.4461 0.001
H -4.2914 -1.3320 -1.1793 0.001
H -0.6388 3.5023 -4.0827 0.002
H 4.4069 0.5763 0.5314 0.001
H 5.1128 -0.9306 -0.0869 0.000
H -5.2013 -2.7701 -0.6634 0.001
H 3.7433 -0.1833 -0.9350 0.000
H -1.3119 -3.2190 1.5642 0.001
H -3.6926 -4.2415 1.2813 0.001
H 0.5796 3.2472 -0.1034 0.003
H 1.6046 6.6371 -2.5504 0.002
H 0.9975 -1.4273 2.6916 0.000
H -3.5536 -3.0316 2.5917 0.001
H -5.0816 -3.2514 1.7454 0.000
H -1.5868 -1.7574 2.5495 0.000
H 1.6889 5.4589 -0.3548 -0.001



No. 5
38
Properties=species:S:1:pos:R:3:nbo_charge:R:1 method="wB97M-V/def2-TZVPD" fmax_ev_per_a=3.7 multiplicity=1 e_lumo_ev=0.67 de_lowest_kj_mol=39.68 gap_ev=9.1
S 1.9531 -0.0986 -2.3192 0.442
Si 1.4416 -1.7797 0.2170 1.638
O -2.0842 -1.0967 0.0081 -0.611
N -1.3538 0.6627 1.0976 -0.602
C -1.6869 1.7297 -2.4352 -0.650
C 0.7541 1.0537 -2.8709 -0.174
C -2.2209 0.5182 2.1959 -0.278
C 3.1942 -2.3049 0.0441 -1.133
C 1.1193 1.9210 -4.0171 -0.646
C -0.4264 0.9828 -2.1822 -0.051
C 0.3564 -3.2475 -0.1459 -1.116
C 1.1641 -0.9744 1.9889 -1.062
C -1.3694 -0.1063 -0.0543 0.661
C 0.8845 -0.5719 -1.0285 -0.616
C -1.4607 0.9558 3.4292 -0.182
C -0.3261 0.0804 -1.0483 -0.162
C -1.3534 2.2272 3.7564 -0.383
H 3.9061 -1.4617 -0.0125 0.243
H -0.8254 2.4291 4.7217 0.204
H 1.5377 1.3238 -4.8726 0.226
H -1.5494 3.0378 3.0434 0.190
H -1.6287 2.8688 -2.3606 0.217
H 1.8673 2.6211 -3.6924 0.225
H -3.1968 0.9573 1.9563 0.203
H -1.2179 0.2875 4.1751 0.204
H 0.0770 -3.6186 0.8558 0.233
H 1.5729 -1.5963 2.7505 0.224
H -2.4828 -0.5645 2.3205 0.232
H -2.0209 1.5954 -3.4832 0.227
H 0.8105 -4.0421 -0.7973 0.241
H -2.5344 1.5683 -1.8195 0.230
H 0.2429 2.5298 -4.4078 0.224
H 3.2555 -2.9742 -0.8077 0.243
H -0.9302 1.5652 1.1058 0.387
H -0.4904 -2.8098 -0.5862 0.260
H 1.4937 0.0541 2.1329 0.238
H 3.4389 -2.7048 1.0133 0.245
H 0.0893 -1.0175 2.1288 0.229



No. 6
44
Properties=species:S:1:pos:R:3:lowdin_charge:R:1 method="wB97M-V/def2-TZVPD" fmax_ev_per_a=5.8 multiplicity=1 e_lumo_ev="4.45 / 4.45" de_lowest_kj_mol=205.34 gap_ev="2.1 / 2.1" charge=-2
La 0.9050 -0.4254 -1.2048 0.503
I 0.7430 -2.0158 -3.5341 -0.134
O 1.9575 -2.6905 0.6515 -0.264
N 1.4170 -0.1456 2.9182 -0.128
N -0.4496 0.7208 0.4421 -0.060
N -0.1209 -1.6405 2.6610 -0.068
N -0.0205 1.9138 -3.1213 -0.145
N -1.7335 0.6131 -2.7492 -0.159
C 3.6128 -0.8167 0.3952 -0.171
C -0.3551 -1.0059 3.9007 -0.063
C 1.2972 2.5408 -3.0153 -0.176
C 0.6212 -0.0816 4.0505 -0.077
C 1.0005 -1.1063 2.0698 -0.179
C -1.5843 0.6924 0.7750 -0.190
C -0.5517 1.0347 -2.1911 -0.386
C -0.9219 2.0879 -4.1611 -0.107
C -1.0859 -2.5131 2.0297 -0.048
C -2.0008 1.3022 -3.9184 -0.089
C 2.4639 0.8247 2.6254 -0.061
C 2.0510 -1.4332 0.8862 -0.658
C -2.5692 -0.4503 -2.2157 -0.075
B -3.1180 0.3824 1.0537 -0.505
H 4.3350 -1.4961 0.8901 0.044
H -3.3522 0.4530 2.2730 0.001
H -2.8641 1.0265 -4.5277 0.112
H 3.6665 -0.9523 -0.7343 0.018
H 1.3569 3.4153 -2.3190 0.046
H -0.7107 2.6990 -5.0360 0.101
H -3.3330 -0.7907 0.6782 0.006
H -1.9066 -1.9367 1.5805 0.037
H -1.8819 -1.2359 -1.8956 0.016
H 4.1928 0.2040 0.3711 0.056
H -0.6739 -3.1680 1.2381 0.090
H -1.5992 -3.1328 2.7868 0.084
H 2.0001 1.7747 2.1962 0.092
H 1.6099 2.8570 -4.0286 0.051
H -3.9349 1.0778 0.4536 0.000
H 0.8326 0.6207 4.8490 0.107
H 3.0989 0.3050 1.8658 0.020
H 3.0807 0.9735 3.5590 0.093
H -1.2496 -1.2457 4.4764 0.110
H -3.1347 -0.1361 -1.3110 0.043
H 2.0009 1.7755 -2.6213 0.016
H -3.0910 -0.8755 -3.0923 0.095